(1)
{
  "formula": "C3H2FO2Tl",
  "method": "ωB97M-V with the def2-TZVPD basis set",
  "charge": -1,
  "spin_multiplicity": 2,
  "s_squared": 0.75,
  "lumo_ev": [3.3, 3.3],
  "species": ["C", "C", "O", "O", "C", "H", "F", "H", "Tl"],
  "coordinates": [[-1.360, 0.598, 0.068], [1.542, -0.140, -0.184], [-0.665, 1.296, -0.661], [-0.630, -0.525, 0.625], [0.489, -0.961, -0.017], [2.280, -0.237, -0.978], [1.916, 0.726, 0.801], [0.366, -1.800, -0.706], [-3.938, 1.043, 1.051]],
  "atomic_forces_ev_per_a": [[1.02, 1.84, -1.13], [0.17, -1.41, 0.74], [-1.48, -0.53, 0.73], [-0.10, -1.94, 1.33], [0.19, 1.66, -1.12], [0.07, -0.11, 0.39], [-0.40, 0.41, -0.75], [-0.04, 0.22, 0.03], [0.56, -0.14, -0.23]]
}

***

(2)
{
  "formula": "C6H9Cl",
  "method": "ωB97M-V with the def2-TZVPD basis set",
  "charge": 0,
  "spin_multiplicity": 3,
  "s_squared": 2.02,
  "lumo_ev": [0.6, -1.2],
  "species": ["C", "C", "C", "C", "C", "C", "Cl", "H", "H", "H", "H", "H", "H", "H", "H", "H"],
  "coordinates": [[-1.301, 1.665, -2.168], [-0.559, 1.477, -1.070], [1.026, -3.708, 0.325], [-0.059, -0.732, -0.062], [0.071, 0.180, -0.963], [-0.562, 2.308, 0.234], [0.855, -0.380, -2.502], [-1.951, 2.598, -2.384], [-1.360, 0.802, -2.852], [1.258, -3.599, -0.681], [0.212, -4.333, 0.486], [-0.138, -0.676, 0.996], [1.453, -2.906, 0.907], [-1.415, 2.167, 0.863], [0.373, 1.925, 0.795], [-0.522, 3.382, 0.008]],
  "atomic_forces_ev_per_a": [[-1.01, 1.19, -0.18], [-1.65, 1.20, 0.65], [1.10, 0.94, 0.10], [0.69, 0.33, 0.63], [0.51, -1.26, -1.74], [2.40, -0.55, -0.78], [-0.04, 0.01, 0.45], [1.27, -1.74, 0.56], [0.03, 0.98, -0.03], [0.54, 0.02, -1.78], [-1.17, -0.77, 1.07], [-0.45, -0.36, 0.63], [-0.41, -0.39, 0.65], [-0.66, -0.47, 0.22], [-1.46, 1.18, -0.56], [0.30, -0.32, 0.13]]
}

***

(3)
{
  "formula": "C4H10N3",
  "method": "ωB97M-V with the def2-TZVPD basis set",
  "charge": 1,
  "lumo_ev": -3.6,
  "species": ["C", "C", "C", "C", "N", "N", "N", "H", "H", "H", "H", "H", "H", "H", "H", "H", "H"],
  "coordinates": [[-1.100, 1.547, 0.023], [-1.578, 0.190, -0.243], [2.407, 0.314, 0.260], [-1.303, -2.257, 0.086], [1.495, -0.329, 0.473], [3.335, 0.984, -0.352], [-0.892, -0.834, 0.083], [-1.591, 1.988, 0.853], [-1.120, 2.087, -0.913], [-2.518, 0.049, -0.880], [-0.014, 1.465, 0.306], [-1.452, -2.397, 1.145], [-2.300, -2.327, -0.309], [-0.464, -2.706, -0.328], [2.980, 1.612, -1.047], [4.135, 1.323, 0.184], [-0.019, -0.709, 0.657]],
  "atomic_forces_ev_per_a": [[2.57, -0.68, -0.35], [-1.03, -0.97, -1.45], [0.59, 0.16, -1.00], [-1.15, 2.83, 1.11], [-0.46, -1.13, 1.58], [1.70, 1.03, 0.36], [-1.69, 0.00, 1.14], [-0.84, 0.74, 0.45], [-0.48, 0.62, 0.05], [1.19, -0.01, 1.15], [-1.09, 0.21, -0.11], [0.41, -0.90, 0.39], [-0.05, -0.53, -1.00], [0.82, -1.85, -0.80], [0.12, 0.30, -0.35], [-0.33, -0.17, -0.29], [-0.28, 0.35, -0.87]]
}

***

(4)
{
  "formula": "C14H17MnN5O10PS",
  "method": "ωB97M-V with the def2-TZVPD basis set",
  "charge": 0,
  "spin_multiplicity": 5,
  "s_squared": 6.05,
  "lumo_ev": [-1.9, -1.0],
  "species": ["Mn", "O", "C", "O", "C", "C", "C", "C", "C", "C", "O", "N", "O", "O", "N", "O", "O", "H", "H", "C", "N", "C", "N", "C", "N", "C", "P", "C", "C", "H", "H", "H", "H", "H", "H", "H", "H", "H", "H", "H", "H", "C", "S", "O", "O", "O", "H", "H", "H"],
  "coordinates": [[-0.324, -0.183, 0.100], [-3.990, 1.341, 0.359], [-3.043, 0.638, 0.600], [-1.904, 0.742, -0.059], [-3.122, -0.394, 1.700], [-4.367, -0.585, 2.273], [-4.518, -1.466, 3.326], [-3.444, -2.156, 3.844], [-2.206, -1.979, 3.263], [-2.004, -1.103, 2.177], [-0.784, -0.930, 1.698], [-1.098, -2.744, 3.851], [-0.182, -3.086, 3.128], [-1.177, -3.007, 5.033], [-5.846, -1.665, 3.923], [-6.769, -1.036, 3.453], [-5.929, -2.443, 4.852], [-5.209, -0.026, 1.890], [-3.563, -2.825, 4.682], [4.871, -1.183, 1.422], [3.904, -1.401, 2.494], [3.944, -0.258, 3.403], [3.718, 1.027, 2.739], [4.691, 1.176, 1.658], [4.676, 0.074, 0.696], [3.442, 0.054, -0.084], [1.970, -0.178, 1.011], [2.558, -1.638, 1.981], [2.351, 1.148, 2.251], [4.822, -2.015, 0.718], [5.868, -1.162, 1.865], [4.931, -0.227, 3.866], [3.196, -0.395, 4.186], [5.686, 1.220, 2.103], [4.503, 2.114, 1.133], [3.486, -0.765, -0.803], [3.332, 0.983, -0.648], [2.549, -2.523, 1.343], [1.862, -1.831, 2.797], [1.648, 1.064, 3.083], [2.205, 2.126, 1.789], [1.511, -1.387, -3.149], [0.013, -0.762, -2.469], [-0.878, -0.494, -3.544], [-0.435, -1.726, -1.433], [0.408, 0.451, -1.644], [1.254, -2.280, -3.713], [2.200, -1.630, -2.345], [1.923, -0.627, -3.808]],
  "atomic_forces_ev_per_a": [[0.03, 0.11, -0.03], [-0.02, -0.02, -0.01], [0.06, 0.03, 0.04], [0.02, -0.02, -0.05], [-0.02, 0.02, -0.04], [-0.04, -0.03, 0.04], [0.01, 0.02, -0.05], [0.02, -0.05, 0.04], [-0.08, -0.03, 0.02], [0.04, 0.05, 0.01], [0.06, -0.06, 0.07], [0.01, 0.02, -0.07], [0.00, 0.01, -0.02], [0.01, 0.01, 0.03], [0.04, 0.05, 0.01], [-0.01, -0.02, 0.00], [-0.02, -0.02, 0.00], [0.01, 0.00, 0.00], [-0.01, 0.01, 0.00], [-0.01, 0.00, -0.02], [0.02, -0.01, 0.01], [-0.01, 0.01, 0.01], [0.03, 0.00, 0.03], [-0.01, 0.02, -0.02], [0.02, -0.01, 0.02], [-0.06, -0.01, 0.01], [0.08, -0.01, 0.01], [-0.05, 0.00, -0.05], [-0.11, -0.03, -0.04], [0.00, 0.00, 0.00], [0.00, 0.00, 0.00], [0.00, 0.00, 0.00], [0.00, 0.00, 0.00], [0.00, 0.00, 0.00], [0.01, 0.00, 0.00], [0.01, 0.02, -0.01], [0.00, 0.00, 0.00], [0.01, 0.00, 0.00], [-0.01, 0.00, 0.01], [0.00, 0.01, 0.00], [0.00, 0.00, 0.01], [0.00, -0.02, -0.01], [0.01, -0.01, 0.02], [0.00, 0.03, 0.01], [0.00, 0.02, 0.02], [-0.08, -0.06, 0.02], [0.01, 0.00, -0.01], [0.01, -0.01, 0.00], [0.01, 0.00, 0.00]]
}

***

(5)
{
  "formula": "C32H33ClF3IrN3O7",
  "method": "ωB97M-V with the def2-TZVPD basis set",
  "charge": 0,
  "spin_multiplicity": 2,
  "s_squared": 0.75,
  "lumo_ev": [-0.3, -1.5],
  "species": ["Ir", "C", "N", "C", "C", "C", "N", "C", "C", "C", "C", "C", "C", "C", "O", "C", "C", "C", "N", "C", "C", "C", "C", "C", "C", "C", "O", "H", "H", "H", "H", "H", "H", "H", "H", "H", "H", "H", "H", "H", "H", "H", "H", "H", "H", "H", "H", "H", "H", "H", "H", "H", "C", "C", "C", "C", "Cl", "C", "C", "C", "O", "C", "C", "O", "O", "H", "H", "H", "H", "H", "H", "H", "H", "F", "C", "F", "F", "C", "O", "O"],
  "coordinates": [[1.095, 0.799, 0.563], [1.341, 2.845, 2.964], [1.359, 2.824, 1.474], [2.699, 3.365, 1.061], [3.903, 2.556, 1.559], [3.996, 1.076, 1.165], [2.808, 0.361, 1.618], [2.886, -0.580, 2.480], [1.747, -1.199, 3.111], [1.918, -2.350, 3.890], [0.864, -2.883, 4.596], [-0.376, -2.237, 4.552], [-0.566, -1.095, 3.803], [0.491, -0.566, 3.052], [0.300, 0.561, 2.387], [0.282, 3.777, 1.069], [-0.200, 3.678, -0.364], [-1.159, 2.504, -0.545], [-0.436, 1.256, -0.726], [-0.802, 0.470, -1.667], [-0.261, -0.812, -2.024], [-0.936, -1.509, -3.035], [-0.490, -2.728, -3.493], [0.678, -3.259, -2.942], [1.368, -2.590, -1.955], [0.916, -1.354, -1.471], [1.657, -0.772, -0.545], [1.607, 3.855, 3.289], [2.047, 2.131, 3.371], [0.353, 2.588, 3.325], [2.768, 4.373, 1.483], [2.719, 3.444, -0.015], [3.975, 2.630, 2.647], [4.789, 3.057, 1.161], [4.884, 0.637, 1.627], [4.066, 0.966, 0.090], [3.878, -0.887, 2.815], [2.896, -2.816, 3.932], [0.995, -3.780, 5.185], [-1.209, -2.644, 5.113], [-1.525, -0.598, 3.747], [0.632, 4.787, 1.307], [-0.566, 3.562, 1.719], [0.633, 3.592, -1.063], [-0.724, 4.605, -0.604], [-1.811, 2.667, -1.405], [-1.789, 2.380, 0.342], [-1.636, 0.804, -2.284], [-1.832, -1.065, -3.453], [-1.025, -3.254, -4.271], [1.051, -4.214, -3.293], [2.272, -2.998, -1.525], [-3.704, -4.112, -1.742], [-4.064, -2.670, -1.959], [-4.389, -2.211, -3.232], [-4.708, -0.881, -3.439], [-5.093, -0.337, -5.049], [-4.730, 0.023, -2.390], [-4.414, -0.424, -1.116], [-4.079, -1.755, -0.904], [-3.812, -2.176, 0.379], [-2.427, -2.313, 0.656], [-1.703, -0.969, 0.845], [-2.324, 0.058, 1.098], [-0.440, -1.118, 0.709], [-4.251, -4.752, -2.434], [-3.932, -4.422, -0.723], [-2.636, -4.273, -1.914], [-4.392, -2.898, -4.068], [-4.998, 1.056, -2.568], [-4.404, 0.242, -0.265], [-1.915, -2.873, -0.132], [-2.343, -2.876, 1.587], [3.921, 2.084, -3.949], [3.696, 2.191, -2.648], [3.707, 3.506, -2.331], [4.734, 1.626, -2.001], [2.345, 1.548, -2.219], [1.623, 1.096, -3.066], [2.204, 1.675, -0.942]],
  "atomic_forces_ev_per_a": [[0.54, 0.56, -0.69], [0.01, 0.01, 0.00], [-0.19, -0.02, 0.16], [-0.02, -0.09, 0.10], [0.02, 0.00, -0.06], [-0.05, 0.10, 0.17], [0.12, -0.21, -0.27], [-0.11, 0.06, 0.16], [0.06, -0.04, -0.07], [-0.01, -0.02, 0.01], [0.02, 0.00, 0.00], [0.00, 0.02, -0.03], [0.01, -0.02, 0.08], [0.10, 0.16, 0.06], [-0.32, -0.31, 0.07], [0.08, 0.04, 0.05], [0.01, -0.10, 0.00], [0.02, 0.01, -0.05], [-0.25, -0.16, 0.32], [0.00, 0.00, -0.05], [-0.01, 0.06, -0.04], [-0.02, -0.03, -0.01], [-0.01, 0.01, 0.00], [0.01, 0.00, 0.02], [0.02, 0.00, -0.02], [0.04, 0.00, 0.08], [-0.21, -0.19, 0.14], [0.01, 0.00, 0.00], [-0.02, -0.01, 0.00], [0.00, -0.01, 0.00], [0.01, -0.01, 0.03], [-0.01, 0.08, -0.02], [0.03, 0.02, -0.01], [-0.01, 0.00, -0.01], [-0.01, 0.01, 0.01], [0.06, -0.02, 0.00], [0.00, 0.02, 0.01], [0.00, 0.00, 0.00], [0.00, 0.00, 0.00], [0.00, 0.00, 0.00], [0.00, 0.01, 0.00], [0.03, 0.00, -0.04], [0.01, 0.06, 0.02], [-0.01, 0.06, -0.04], [-0.03, -0.01, 0.05], [0.03, -0.01, -0.02], [-0.03, 0.01, -0.03], [0.02, 0.00, -0.02], [-0.01, 0.00, 0.00], [0.00, 0.00, 0.00], [0.00, 0.00, 0.00], [-0.01, -0.01, 0.00], [-0.01, -0.01, 0.00], [0.00, 0.02, 0.01], [0.00, 0.00, 0.00], [0.00, 0.00, 0.00], [0.00, 0.00, 0.00], [0.00, 0.00, 0.00], [0.01, 0.00, -0.01], [0.01, -0.03, 0.01], [0.02, -0.02, -0.04], [-0.02, 0.04, 0.02], [0.07, -0.06, 0.06], [-0.03, 0.04, -0.07], [-0.23, -0.11, 0.09], [0.01, 0.00, 0.00], [0.00, 0.00, 0.00], [0.00, 0.00, 0.01], [0.00, 0.00, 0.00], [0.00, 0.00, 0.00], [0.01, 0.00, 0.00], [-0.01, 0.01, -0.01], [-0.01, 0.00, 0.00], [-0.02, 0.01, -0.02], [0.00, 0.04, 0.04], [0.00, 0.00, 0.00], [0.02, 0.00, -0.02], [-0.01, 0.12, -0.02], [-0.05, -0.07, 0.01], [0.34, -0.03, -0.15]]
}

***

(6)
{
  "formula": "C3H6N2S",
  "method": "ωB97M-V with the def2-TZVPD basis set",
  "charge": 0,
  "lumo_ev": -0.4,
  "species": ["C", "C", "C", "H", "H", "H", "H", "H", "H", "N", "N", "S"],
  "coordinates": [[0.821, 0.081, 0.718], [0.065, -1.092, -0.085], [-1.205, -1.455, 0.656], [1.200, 2.529, -1.706], [1.485, -0.313, 1.584], [0.073, -1.032, -1.070], [-1.390, -0.891, 1.539], [-1.983, -1.913, -0.118], [-0.105, -3.141, 0.159], [0.842, 1.207, 0.169], [0.059, -2.461, 0.744], [-0.230, 1.771, -0.907]],
  "atomic_forces_ev_per_a": [[0.10, -3.87, -2.05], [-0.46, -0.59, 8.83], [1.54, -3.33, -3.88], [-3.64, -1.26, 1.43], [-0.95, 1.21, -1.41], [0.22, -0.01, -4.41], [-0.71, -0.12, 0.51], [1.09, 1.35, 2.44], [-1.29, -4.57, -4.16], [1.64, 0.58, 3.41], [-0.37, 8.70, 2.89], [2.81, 1.90, -3.62]]
}

***

In order of appearance, energy relative to the best compared isomer or geometry (same formula, charge and spin) = 4.15 30.31 42.53 2.79 12.71 139.12 kcal/mol.